{"formula": "CH6OS2", "method": "ωB97M-V/def2-TZVPD", "gap_ev": 9.49, "smiles": "CSS.O", "elements": ["C", "S", "S", "H", "H", "H", "H", "O", "H", "H"], "xyz": [[0.00, 0.00, 0.00], [-0.34, -1.14, 1.35], [1.30, -2.36, 1.22], [-0.10, -0.46, -1.00], [1.04, 0.36, 0.12], [-0.68, 0.87, 0.06], [2.30, -1.53, 1.58], [2.43, 2.26, 1.73], [2.23, 3.22, 1.73], [1.57, 1.82, 1.90]], "nbo_charge": [-0.770, 0.101, -0.138, 0.227, 0.227, 0.229, 0.125, -0.943, 0.473, 0.470]}


{"formula": "CH6OSi", "method": "ωB97M-V/def2-TZVPD", "gap_ev": 10.00, "elements": ["C", "O", "Si", "H", "H", "H", "H", "H", "H"], "xyz": [[-0.57, -0.03, 0.77], [-1.23, 1.13, 1.05], [0.84, -0.09, -0.36], [-1.90, -1.00, 0.23], [-0.49, -0.41, 1.75], [-0.70, 1.89, 0.61], [0.53, 0.37, -1.81], [1.81, 0.93, -0.08], [1.34, -1.48, -0.20]], "nbo_charge": [-0.394, -0.707, 0.845, 0.054, 0.202, 0.463, -0.148, -0.176, -0.138]}